Run w
Computed, not measured: a cluster of 2 separate species, C12H17N in total, with the ωB97M-V functional and the def2-TZVPD basis.

Computed properties:
LUMO energy   0.91 eV
Structure (SMILES)   Cc1c[nH]c2ccccc12.CCC
Gap between HOMO and LUMO   8.76 eV

The geometry in ORCA input format:
```
! wB97M-V def2-TZVPD RIJCOSX def2/J DEFGRID3
* xyz 0 1
C 2.089 -1.714 0.759
C -0.225 -1.004 -0.121
C 1.068 -1.599 -0.320
C -0.904 -1.083 -1.363
C 1.108 -2.030 -1.606
C -0.869 -0.319 0.912
C -2.163 -0.537 -1.563
C -2.111 0.247 0.709
C -2.764 0.150 -0.522
N -0.100 -1.771 -2.227
H -0.330 -0.346 1.845
H 2.490 -0.737 1.027
H 2.973 -2.327 0.570
H 1.982 -2.255 -2.195
H -0.305 -2.067 -3.164
H -2.594 -0.558 -2.558
H -2.562 0.764 1.548
H -3.705 0.654 -0.701
H 1.651 -2.159 1.655
C 1.030 2.044 1.538
C 2.410 2.572 1.109
C -0.017 3.192 1.570
H 0.609 1.319 0.853
H 1.082 1.651 2.551
H 3.175 2.580 1.879
H 2.312 3.584 0.709
H -0.370 3.376 2.583
H 0.360 4.084 1.079
H 2.797 2.035 0.237
H -0.922 2.847 1.064
*
```


Run x
Computed, not measured: a cluster of 2 separate species, C12H17N in total, with the ωB97M-V functional and the def2-TZVPD basis.

Computed properties:
LUMO energy   0.89 eV
Structure (SMILES)   Cc1c[nH]c2ccccc12.CCC
Gap between HOMO and LUMO   8.82 eV

The geometry in ORCA input format:
```
! wB97M-V def2-TZVPD RIJCOSX def2/J DEFGRID3
* xyz 0 1
C 2.922 1.948 1.541
C 0.969 0.090 -1.033
C 1.220 1.254 -0.283
C 2.401 0.996 0.504
C 2.785 -0.267 0.214
C -0.081 -0.027 -1.945
C -0.936 1.052 -2.056
C 0.415 2.366 -0.542
C -0.692 2.247 -1.352
N 1.934 -0.831 -0.712
H 1.898 -1.819 -0.892
H -0.076 -0.838 -2.662
H 3.650 -0.792 0.584
H -1.662 1.012 -2.855
H 0.652 3.334 -0.109
H 3.484 1.471 2.342
H 2.039 2.426 1.977
H -1.397 3.061 -1.476
H 3.508 2.770 1.123
C -1.949 -1.149 0.840
C -1.346 -2.385 1.546
C -2.925 -1.583 -0.285
H -2.551 -0.655 1.593
H -1.148 -0.560 0.415
H -1.045 -3.176 0.858
H -2.043 -2.767 2.289
H -2.877 -2.651 -0.494
H -3.969 -1.416 0.000
H -0.422 -2.109 2.056
H -2.762 -1.000 -1.186
*
```


Bottom line: run x, by a margin of 0.0101 hartree.


Run w
Computed, not measured: a cluster of 2 separate species, C12H17N in total, with the ωB97M-V functional and the def2-TZVPD basis.

Computed properties:
LUMO energy   0.86 eV
Structure (SMILES)   Cc1c[nH]c2ccccc12.CCC
Gap between HOMO and LUMO   8.83 eV

The geometry in ORCA input format:
```
! wB97M-V def2-TZVPD RIJCOSX def2/J DEFGRID3
* xyz 0 1
C 2.310 0.195 -1.853
C 0.137 1.286 -0.856
C 1.581 1.088 -0.996
C 0.075 2.209 0.305
C 2.201 1.862 -0.123
C -0.957 0.806 -1.511
C -1.217 2.626 0.660
C -2.254 1.015 -0.910
C -2.307 2.019 0.101
N 1.304 2.647 0.660
H -0.779 0.175 -2.265
H 3.380 0.547 -2.042
H 2.002 0.274 -2.957
H 3.399 1.869 0.090
H 1.495 3.538 1.266
H -1.524 3.100 1.499
H -3.192 0.541 -1.478
H -3.376 2.181 0.495
H 2.212 -0.838 -1.436
C -0.233 -2.987 0.849
C 0.233 -2.473 2.260
C -1.286 -2.134 0.073
H 0.740 -3.055 0.275
H -0.453 -4.025 0.931
H 0.281 -1.403 2.061
H -1.789 -1.464 0.711
H -0.661 -1.297 -0.597
H 1.163 -2.841 2.608
H -0.649 -2.711 2.860
H -1.835 -2.751 -0.680
*
```


Run x
Computed, not measured: a cluster of 2 separate species, C12H17N in total, with the ωB97M-V functional and the def2-TZVPD basis.

Computed properties:
LUMO energy   0.84 eV
Structure (SMILES)   Cc1c[nH]c2ccccc12.CCC
Gap between HOMO and LUMO   8.76 eV

The geometry in ORCA input format:
```
! wB97M-V def2-TZVPD RIJCOSX def2/J DEFGRID3
* xyz 0 1
C 1.212 3.488 0.772
C 2.060 2.196 0.605
C 1.038 4.323 -0.472
H 0.231 3.101 1.058
H 1.539 3.997 1.680
H 1.440 1.310 0.705
H 1.855 5.031 -0.637
H 1.013 3.685 -1.360
H 2.787 2.138 1.403
H 2.596 2.173 -0.339
H 0.118 4.909 -0.437
C 0.687 -4.176 0.082
C -1.230 -0.986 0.431
C -0.748 -2.024 -0.377
C -0.118 -2.997 0.494
C -0.176 -2.464 1.734
C -1.978 0.086 -0.070
C -2.381 -0.042 -1.371
C -1.964 -1.101 -2.207
C -1.154 -2.092 -1.715
N -0.853 -1.250 1.719
H -2.093 0.870 0.663
H -3.026 0.706 -1.820
H -0.710 -0.633 2.507
H -2.262 -1.036 -3.241
H 0.241 -2.803 2.669
H -0.754 -2.856 -2.372
H 0.991 -4.760 0.954
H 1.528 -3.913 -0.549
H 0.113 -4.882 -0.508
*
```


Run y
Computed, not measured: a cluster of 2 separate species, C12H17N in total, with the ωB97M-V functional and the def2-TZVPD basis.

Computed properties:
LUMO energy   0.95 eV
Structure (SMILES)   Cc1c[nH]c2ccccc12.CCC
Gap between HOMO and LUMO   8.79 eV

The geometry in ORCA input format:
```
! wB97M-V def2-TZVPD RIJCOSX def2/J DEFGRID3
* xyz 0 1
C 3.317 -2.007 1.197
C 3.337 -0.643 0.491
C 1.965 -2.743 1.377
H 3.868 -1.993 2.140
H 3.840 -2.587 0.423
H 3.066 0.252 1.032
H 4.393 -0.574 0.184
H 1.686 -2.985 2.402
H 2.771 -0.644 -0.443
H 1.849 -3.621 0.753
H 1.166 -2.059 1.019
C -1.003 -1.209 -1.995
C -2.558 1.551 0.037
C -1.382 0.991 -0.581
C -1.818 -0.180 -1.267
C -3.168 -0.233 -1.195
C -2.420 2.593 0.948
C -1.166 3.208 1.007
C -0.111 2.780 0.201
C -0.140 1.625 -0.594
N -3.625 0.768 -0.321
H -3.356 2.938 1.387
H -1.236 4.190 1.466
H -4.567 1.073 -0.188
H 0.736 3.440 0.013
H -3.841 -0.660 -1.927
H 0.739 1.102 -0.915
H -0.168 -0.728 -2.489
H -1.587 -1.659 -2.812
H -0.586 -1.986 -1.348
*
```


Run z
Computed, not measured: a cluster of 2 separate species, C12H17N in total, with the ωB97M-V functional and the def2-TZVPD basis.

Computed properties:
LUMO energy   0.93 eV
Structure (SMILES)   Cc1c[nH]c2ccccc12.CCC
Gap between HOMO and LUMO   8.93 eV

The geometry in ORCA input format:
```
! wB97M-V def2-TZVPD RIJCOSX def2/J DEFGRID3
* xyz 0 1
C 2.359 -1.190 -0.033
C 1.751 -2.245 -0.939
C 3.693 -1.722 0.522
H 1.644 -1.072 0.789
H 2.230 -0.227 -0.536
H 2.423 -2.676 -1.701
H 1.569 -3.228 -0.471
H 4.414 -1.802 -0.293
H 3.474 -2.756 0.800
H 0.861 -1.924 -1.481
H 4.048 -1.272 1.441
C 0.703 2.978 -0.438
C -0.635 0.829 0.159
C -0.503 2.078 -0.599
C -1.680 0.078 -0.397
C -1.496 2.001 -1.534
C -0.033 0.439 1.346
C -2.078 -1.101 0.215
C -0.533 -0.670 2.018
C -1.525 -1.473 1.429
N -2.239 0.816 -1.428
H 0.630 1.042 1.944
H 0.441 3.867 0.135
H 1.091 3.335 -1.386
H -1.831 2.734 -2.251
H -2.426 0.310 -2.288
H -2.843 -1.777 -0.152
H -0.122 -0.936 2.983
H -1.896 -2.356 1.929
H 1.326 2.377 0.222
*
```


Bottom line: run x, by a margin of 0.0172 hartree.


Run w
Computed, not measured: the molecule ClH3O3SSi, with the ωB97M-V functional and the def2-TZVPD basis.

Computed properties:
LUMO energy   -0.62 eV
Gap between HOMO and LUMO   10.45 eV

The geometry in ORCA input format:
```
! wB97M-V def2-TZVPD RIJCOSX def2/J DEFGRID3
* xyz 0 1
O -2.956 2.315 -1.836
O -3.066 0.233 -0.580
O -0.758 -0.335 0.847
Si 0.352 0.018 -0.246
S -3.029 0.907 -1.857
Cl -0.558 0.394 -2.092
H 1.369 -1.082 -0.248
H -1.554 0.169 0.924
H 0.892 1.319 -0.140
*
```


Run x
Computed, not measured: the molecule ClH3O3SSi, with the ωB97M-V functional and the def2-TZVPD basis.

Computed properties:
LUMO energy   0.09 eV
Gap between HOMO and LUMO   11.83 eV

The geometry in ORCA input format:
```
! wB97M-V def2-TZVPD RIJCOSX def2/J DEFGRID3
* xyz 0 1
O -1.671 1.383 -1.049
O -1.414 -0.111 0.963
O 0.581 0.405 -0.568
Si 0.809 -1.168 -0.038
S -0.873 0.856 0.020
Cl -0.298 2.406 1.083
H 1.976 -1.007 -0.882
H 1.025 -0.868 1.323
H -0.136 -1.895 -0.850
*
```


Bottom line: run w, by a margin of 0.0983 hartree.